# 1
Entry from OMol25: a structure of composition C39H56N3O19 (wB97M-V/def2-TZVPD).

Geometry as XYZ:
```
117
Properties=species:S:1:pos:R:3
C -0.781 -0.904 1.864
C -0.360 -1.040 0.390
O 0.526 -1.804 0.149
N -1.011 0.011 -0.523
H -1.949 -0.308 -0.485
H -1.178 0.817 0.042
C -0.548 0.107 -1.930
H -0.370 -1.651 2.561
H -1.826 -0.777 1.929
H -0.232 -0.084 2.403
H -0.949 -0.854 -2.318
H 0.472 0.197 -2.154
H -1.101 0.798 -2.631
N -4.375 -0.215 -1.223
O -3.886 -0.046 -0.075
O -3.596 -0.699 -2.081
O -5.355 0.335 -1.664
N -1.277 3.406 0.865
O -1.139 4.633 1.047
O -0.683 2.910 -0.110
O -2.101 2.738 1.570
C 2.306 1.960 -2.324
C 1.424 2.868 -1.456
C 2.107 4.151 -0.999
O 0.360 3.263 -2.224
H 2.792 1.266 -1.735
H 2.877 2.667 -2.891
H 1.640 1.217 -2.657
H 0.835 2.154 -0.728
H 1.476 4.602 -0.305
H 2.466 5.056 -1.655
H 3.045 3.907 -0.656
H -0.290 3.662 -1.776
C 0.634 -4.106 6.205
C 1.039 -3.934 4.732
C 0.000 -4.567 3.792
O 0.977 -2.538 4.464
H 1.665 -4.428 6.735
H -0.251 -4.545 6.456
H 0.264 -3.129 6.743
H 2.033 -4.355 4.353
H -0.157 -5.612 3.985
H 0.619 -4.775 2.862
H -0.912 -4.014 3.807
H 1.613 -1.984 4.786
C -2.265 4.961 -5.708
C -2.501 4.279 -4.380
C -1.270 3.659 -3.804
O -3.234 5.193 -3.537
H -1.658 5.714 -5.737
H -3.022 5.414 -6.110
H -1.709 4.158 -6.330
H -3.190 3.478 -4.563
H -0.798 2.848 -4.491
H -1.438 3.151 -2.893
H -0.631 4.444 -3.243
H -2.684 5.673 -2.953
C 1.138 0.276 -5.151
C -0.012 -0.349 -5.990
C 0.385 -1.663 -6.698
O -1.109 -0.593 -5.146
H 1.491 -0.548 -4.498
H 0.753 1.219 -4.555
H 1.870 0.554 -6.048
H -0.505 0.429 -6.576
H 1.123 -1.642 -7.426
H -0.613 -2.322 -7.237
H 0.640 -2.479 -5.771
H -1.739 -0.167 -5.732
C 4.122 -1.342 -0.960
C 4.672 -1.972 0.320
C 3.703 -2.994 1.072
O 4.211 -3.658 2.060
C 2.451 -3.223 0.562
C 1.959 -2.628 -0.701
C 2.730 -1.632 -1.374
O 2.432 -1.307 -2.581
H 4.682 -0.640 -1.441
H 5.633 -1.677 0.726
H 1.765 -4.131 1.051
H 0.828 -2.621 -1.119
C -2.218 -4.299 -3.194
C -3.727 -4.547 -3.225
C -4.562 -4.420 -2.122
O -5.762 -4.589 -2.146
C -3.876 -4.324 -0.784
C -2.460 -4.261 -0.668
C -1.615 -3.972 -1.797
O -0.455 -3.700 -1.663
H -1.593 -4.260 -4.095
H -4.364 -4.537 -4.083
H -4.580 -4.289 0.125
H -2.007 -3.770 0.234
C 0.938 2.761 2.509
C 1.523 3.613 3.685
C 2.417 2.798 4.578
O 3.059 3.276 5.502
C 2.484 1.317 4.404
C 1.883 0.547 3.348
C 1.085 1.220 2.350
O 0.516 0.599 1.357
H 0.213 3.357 1.667
H 1.487 4.689 3.847
H 3.226 0.846 5.046
H 1.936 -0.567 3.332
C 0.487 -0.210 6.618
C 1.011 1.109 7.159
C 0.733 2.381 6.332
O 1.302 3.386 6.748
C -0.264 2.267 5.219
C -0.802 0.907 4.781
C -0.457 -0.294 5.520
O -0.978 -1.385 5.141
H 0.703 -1.065 7.212
H 1.761 1.080 8.043
H -0.410 3.201 4.593
H -1.720 0.948 4.225
```

Results
net charge: -1
relative energy (zero: lowest compared OMol25 entry of this formula, charge and spin): 9.011 eV
frontier orbital gap: 4.554 eV

Löwdin population analysis, charges in e, atoms 1 to 99: 0.0252, -0.2436, 0.0407, 0.1377, 0.0871, 0.1135, 0.0223, 0.0931, 0.0876, 0.0548, 0.1003, 0.0321, 0.1256, -0.6134, -0.0823, -0.0957, 0.0091, -0.6169, -0.0133, -0.0997, -0.0058, -0.0184, -0.4553, -0.0309, -0.1614, 0.0396, 0.0972, 0.0006, 0.1389, 0.0403, 0.1271, 0.0359, -0.0163, -0.0470, -0.4386, -0.0464, -0.0925, 0.1220, 0.0235, 0.0833, 0.1522, 0.0661, 0.0781, 0.0761, 0.0224, -0.0419, -0.4544, -0.0576, -0.0244, 0.0140, 0.0179, 0.1211, 0.1274, 0.1195, 0.0487, 0.1303, 0.0579, -0.0478, -0.5540, -0.0685, -0.0726, 0.0532, 0.0910, 0.1212, 0.1228, 0.0082, 0.1432, 0.1375, 0.0856, 0.0544, 0.1244, -0.4195, -0.0383, -0.0123, -0.0218, -0.3475, 0.0346, 0.0553, 0.0837, 0.1652, 0.1318, 0.1588, 0.0449, -0.4752, 0.1154, 0.0779, 0.0147, -0.4151, 0.0731, 0.1011, 0.1037, 0.1459, 0.1279, 0.1397, 0.0660, -0.4586, 0.0651, 0.0572, 0.0395



# 2
Entry from OMol25: a structure of composition C38H38GeIrN2O12P2 (wB97M-V/def2-TZVPD).

Geometry as XYZ:
```
94
Properties=species:S:1:pos:R:3
Ir 1.318 1.884 -0.694
C 2.298 -2.179 0.390
O 2.628 -2.053 1.758
C 2.628 -0.837 2.363
C 2.697 -0.878 3.741
C 2.704 0.282 4.513
C 2.683 1.508 3.900
C 2.655 1.615 2.501
C 2.726 2.899 1.907
N 2.704 3.100 0.621
N 2.994 4.286 0.126
C 2.874 4.384 -1.194
O 2.535 3.435 -1.948
C 3.157 5.727 -1.753
C 3.518 6.784 -0.920
C 3.754 8.039 -1.449
C 3.625 8.263 -2.811
C 3.267 7.216 -3.647
C 3.041 5.955 -3.124
C 2.619 0.430 1.671
O 2.651 0.495 0.399
H 2.151 -3.250 0.229
H 3.100 -1.811 -0.256
H 1.381 -1.636 0.153
H 2.734 -1.847 4.210
H 2.710 0.197 5.590
H 2.711 2.416 4.484
H 2.858 3.759 2.566
H 3.612 6.605 0.138
H 4.029 8.849 -0.787
H 3.807 9.247 -3.224
H 3.154 7.383 -4.710
H 2.789 5.130 -3.775
C -3.050 4.565 -2.684
C -2.146 3.670 -1.864
O -2.879 3.160 -0.785
P -1.461 2.285 -2.889
O -2.623 1.221 -3.004
O -1.388 2.750 -4.415
O -0.166 1.674 -2.478
P -0.662 4.610 -1.304
O 0.048 4.533 -2.796
O -0.859 6.017 -0.911
O 0.095 3.741 -0.318
H -3.936 4.017 -3.001
H -2.515 4.931 -3.556
H -3.346 5.405 -2.056
H -2.389 2.415 -0.387
H -2.691 0.830 -2.094
H -0.600 3.290 -4.504
H 0.868 5.032 -2.765
O -2.100 0.544 -0.573
C -1.050 -0.127 -0.635
O 0.017 0.116 -0.026
C -1.087 -1.385 -1.521
C -2.183 -2.340 -1.062
Ge -1.648 -3.575 0.416
C -1.155 -2.640 2.099
C -1.727 -1.403 2.363
C -1.469 -0.743 3.550
C -0.662 -1.330 4.509
C -0.076 -2.557 4.251
C -0.304 -3.196 3.046
C -3.291 -4.670 0.719
C -3.315 -6.022 0.404
C -4.471 -6.769 0.545
C -5.632 -6.169 1.002
C -5.627 -4.818 1.309
C -4.465 -4.078 1.170
C -0.220 -4.831 -0.195
C 0.289 -5.803 0.660
C 1.353 -6.603 0.282
C 1.922 -6.453 -0.971
C 1.402 -5.519 -1.850
C 0.340 -4.718 -1.463
H -0.101 -1.851 -1.515
H -1.298 -1.033 -2.533
H -2.529 -2.966 -1.889
H -3.047 -1.757 -0.733
H -2.362 -0.939 1.622
H -1.902 0.230 3.723
H -0.479 -0.825 5.447
H 0.561 -3.017 4.994
H 0.200 -4.129 2.840
H -2.411 -6.491 0.037
H -4.470 -7.821 0.296
H -6.540 -6.748 1.110
H -6.535 -4.341 1.655
H -4.468 -3.023 1.412
H -0.159 -5.941 1.637
H 1.746 -7.342 0.968
H 2.764 -7.064 -1.263
H 1.830 -5.406 -2.836
H -0.052 -3.991 -2.160
```

Results
net charge: -1
frontier orbital gap (spin up / spin down): 6.171 / 6.138 eV

Computed Löwdin charges, given in elementary charges: 1.5212, -0.0656, -0.0735, -0.1953, -0.0316, -0.1143, -0.0719, -0.1511, -0.0463, -0.0927, 0.0553, -0.4862, -0.0939, -0.1433, -0.0188, -0.0803, -0.0937, -0.0830, -0.0438, -0.2936, -0.1948, 0.0795, 0.0966, 0.0641, 0.1082, 0.0923, 0.1011, 0.1352, 0.1065, 0.0993, 0.0965, 0.0999, 0.1162, -0.0649, -0.6050, -0.0434, 0.5178, -0.1102, -0.0980, -0.3467, 0.3594, -0.1919, -0.2787, -0.3761, 0.0889, 0.0772, 0.0881, 0.0647, 0.0457, 0.0695, 0.0308, -0.0400, -0.6607, -0.1011, -0.1584, -0.2408, 1.0745, -0.2484, -0.1076, -0.0678, -0.0905, -0.1028, -0.1035, -0.2580, -0.1141, -0.0992, -0.1051, -0.0972, -0.1091, -0.2718, -0.1308, -0.0892, -0.0961, -0.0897, -0.1156, 0.0901, 0.1148, 0.0743, 0.0697, 0.0908, 0.1061, 0.1018, 0.1013, 0.0836, 0.0870, 0.0968, 0.0960, 0.0984, 0.0987, 0.0965, 0.1000, 0.0981, 0.1015, 0.0920



# 3
Entry from OMol25: a cluster of 2 separate species, C4H10N2O2 in total (wB97M-V/def2-TZVPD).

Geometry as XYZ:
```
18
Properties=species:S:1:pos:R:3
C -1.837 0.249 1.057
C -1.499 -0.360 -0.309
N -0.665 0.256 -1.221
C 0.430 0.896 -0.977
N 0.794 1.613 0.158
H -1.016 0.147 1.769
H -2.105 1.305 0.976
H -2.689 -0.285 1.478
H -0.670 -1.335 -0.058
H -2.401 -0.690 -0.829
H 1.020 1.169 -1.848
H 1.702 2.051 0.126
H 0.292 1.442 1.014
O 0.608 -2.035 -0.128
C 1.497 -1.323 -0.644
O 2.490 -0.794 0.099
H 1.768 -1.383 -1.700
H 2.280 -0.922 1.038
```

Results
relative energy (zero: lowest compared OMol25 entry of this formula, charge and spin): 3.487 eV
frontier orbital gap: 9.009 eV
structure (SMILES): CC/N=C\N.O=CO

Computed Löwdin charges, given in elementary charges: -0.1085, -0.3070, 0.0016, -0.3216, 0.1012, 0.0537, 0.0703, 0.0676, 0.1303, 0.1007, 0.1190, 0.0891, 0.0611, -0.0213, -0.3633, 0.0514, 0.1505, 0.1251



# 4
Entry from OMol25: a structure of composition C19H24N4SSeSiW (wB97M-V/def2-TZVPD).

Geometry as XYZ:
```
51
Properties=species:S:1:pos:R:3
W 0.586 -0.044 -0.498
N 0.061 -3.027 2.351
C -1.285 -2.659 2.430
C -2.336 -3.173 3.178
C -3.556 -2.550 3.019
C -3.717 -1.453 2.156
C -2.665 -0.950 1.419
C -1.434 -1.580 1.563
N -0.192 -1.316 0.973
C 0.659 -2.209 1.489
C 2.048 -2.154 1.076
C 3.156 -2.820 1.478
S 4.526 -2.222 0.645
C 3.557 -1.125 -0.198
N 2.282 -1.184 0.114
H 0.498 -3.784 2.854
H -2.210 -4.011 3.849
H -4.409 -2.909 3.578
H -4.690 -0.989 2.075
H -2.788 -0.090 0.776
H 3.247 -3.606 2.210
H 3.952 -0.426 -0.921
C -1.516 0.758 -1.714
C -0.906 -0.557 -2.026
C -1.425 -1.863 -2.144
C -0.397 -2.663 -2.616
C 0.751 -1.854 -2.749
C 2.130 -2.265 -3.120
N 0.432 -0.565 -2.453
H -2.557 0.641 -1.420
H -1.421 1.489 -2.512
H -1.035 1.234 -0.794
H -2.443 -2.165 -1.947
H -0.449 -3.718 -2.835
H 2.098 -2.926 -3.986
H 2.605 -2.828 -2.311
H 2.740 -1.398 -3.363
C 0.281 4.829 1.787
Si 0.513 4.228 0.057
C 1.902 5.019 -0.866
C -1.056 4.089 -0.916
Se 1.385 1.989 0.419
H -0.048 5.872 1.752
H 1.213 4.795 2.353
H -0.476 4.256 2.321
H 1.649 6.069 -1.040
H 2.066 4.550 -1.837
H 2.833 4.993 -0.300
H -1.461 5.096 -1.053
H -1.820 3.507 -0.398
H -0.879 3.669 -1.906
```

Results
net charge: +2
relative energy (zero: lowest compared OMol25 entry of this formula, charge and spin): 0.000 eV
frontier orbital gap (spin up / spin down): 6.926 / 6.925 eV

Computed Löwdin charges, given in elementary charges: 1.1258, 0.2271, -0.1517, 0.0179, -0.0389, -0.0404, 0.0010, -0.1890, -0.0064, -0.2289, -0.2822, -0.2641, 1.1741, -0.4106, -0.1661, 0.1900, 0.1277, 0.1228, 0.1205, 0.1027, 0.1014, 0.1089, -0.0708, -0.4928, 0.0257, 0.0131, -0.3107, -0.0079, -0.0622, 0.1060, 0.1011, -0.0006, 0.1336, 0.1277, 0.1042, 0.0793, 0.0918, -0.2098, 0.2987, -0.2114, -0.2034, 0.4351, 0.0547, 0.0448, 0.0430, 0.0546, 0.0429, 0.0444, 0.0572, 0.0384, 0.0317



# 5
Entry from OMol25: the ion C5H12N3O2 with charge +1 (wB97M-V/def2-TZVPD).

Geometry as XYZ:
```
22
Properties=species:S:1:pos:R:3
C -1.120 3.003 -0.694
O -0.508 2.068 0.199
C 0.615 1.446 -0.371
C 0.651 -0.023 0.039
C 0.786 -1.127 -1.008
N 0.510 -2.316 -0.125
C 0.016 -1.871 1.010
N -0.047 -2.497 2.142
N -0.453 -0.526 0.847
O -1.708 -0.542 0.189
H -1.857 3.582 -0.167
H -0.361 3.663 -1.093
H -1.576 2.471 -1.528
H 0.616 1.558 -1.450
H 1.504 1.923 0.023
H 1.527 -0.177 0.666
H 0.056 -1.141 -1.804
H 1.740 -1.265 -1.496
H 1.393 -2.822 -0.049
H 0.715 -3.056 2.498
H -0.852 -2.403 2.747
H -1.648 0.050 -0.577
```

Results
net charge: +1
relative energy (zero: lowest compared OMol25 entry of this formula, charge and spin): 3.108 eV
frontier orbital gap: 8.964 eV
structure (SMILES): COC[C@@H]1CNC(N)=[N+]1O

Computed Löwdin charges, given in elementary charges: -0.0620, -0.1770, -0.1567, -0.2340, -0.0493, 0.1664, -0.3306, 0.2813, -0.0474, 0.0414, 0.0959, 0.0931, 0.0903, 0.1300, 0.1360, 0.1617, 0.1285, 0.1354, 0.1754, 0.1536, 0.1598, 0.1082



Summary of E in eV
-84688.288, -145511.049, -11383.416, -111925.528, -13935.000
(order as listed above)